# C6H12NS

The ion C6H12NS with charge +1 (the ωB97M-V functional and the def2-TZVPD basis, OMol25).

XYZ file:
```
20
Properties=species:S:1:pos:R:3:forces:R:3:nbo_charge:R:1
C -1.57640 0.74823 0.56045 -0.24 0.66 -3.70 -0.42
C 0.96359 1.44446 0.03020 0.66 0.87 -0.56 -0.51
C -0.49538 1.36136 -0.33572 -0.47 0.82 0.04 -0.22
C -1.09327 0.07044 -0.77564 0.31 -0.10 1.67 -0.07
C 1.61552 0.23403 0.51630 -0.92 -0.92 -0.96 -0.07
C -0.56207 -2.07438 0.48961 -3.55 0.22 -2.58 -0.42
N -0.22754 -1.08459 -0.55165 0.15 0.61 0.01 -0.57
S 3.10069 -0.23669 -0.11008 -0.24 -0.30 1.07 0.37
H -1.37700 0.07777 1.34106 0.32 -0.05 1.32 0.22
H -2.54094 1.25668 0.50564 0.33 -0.34 0.38 0.26
H 1.51865 1.90463 -0.81777 -0.29 -0.44 0.45 0.23
H 1.15049 2.13390 0.86825 -0.43 0.23 0.09 0.29
H -0.76684 2.22596 -0.99280 -0.10 -0.68 1.11 0.26
H -1.63263 0.02651 -1.70934 -0.38 0.18 0.13 0.23
H 1.10380 -0.24859 1.36993 1.01 -0.03 -0.45 0.26
H -1.59057 -2.52765 0.18992 1.19 0.94 1.17 0.21
H 0.03677 -2.90351 0.33842 1.81 -1.43 0.25 0.22
H -0.55477 -1.66011 1.46678 0.03 0.00 0.81 0.19
H -0.26497 -1.55444 -1.44731 0.73 -0.32 0.05 0.40
H 3.19286 0.80599 -0.93622 0.07 0.07 -0.29 0.14
```
Forces are in eV/Å.

Net charge ... +1
Energy ... -688.4035 Ha
Largest force on an atom ... 4.390 eV/A
LUMO energy ... -5.19 eV